(1)
98
Properties=species:S:1:pos:R:3 method="wB97M-V/def2-TZVPD" total_energy_ha=-3340.39637 de_lowest_ev=2.671 homo_lumo_gap_ev=3.726 e_homo_ev=-14.0 charge=+4
C -2.7563 0.0067 -4.7671
N -1.5038 -0.0264 -4.8999
C -0.5139 0.0923 -3.8872
C 0.8086 -0.0827 -4.1023
C 1.3707 -0.2362 -5.3733
C 0.3467 -0.2650 -6.4015
C -0.9105 -0.1930 -6.2051
C 2.7620 -0.2454 -5.7333
C 3.7751 0.3459 -4.9098
C 5.0839 0.2209 -5.1678
N 5.5240 -0.5731 -6.2115
C 4.6394 -1.1677 -6.9599
C 3.2723 -0.9651 -6.8066
C 6.9080 -1.0682 -6.3197
H -3.3132 0.2364 -5.6800
H -3.2441 -0.1806 -3.8557
H -3.3917 -4.6594 -4.6115
H -0.9527 0.1604 -2.8867
H 1.4682 -0.2247 -3.1586
H 0.6375 -0.3196 -7.4368
H -1.6505 -0.2512 -6.9278
H 3.4760 0.9881 -4.0673
H 5.8450 0.5702 -4.6161
H 4.9904 -1.9342 -7.5605
H 2.7260 -1.5131 -7.5282
H 6.9583 -1.9675 -5.7312
H 7.6159 -0.4066 -5.9487
H 7.0261 -1.3947 -7.3317
C -1.2332 -1.7988 7.1335
N -2.1421 -0.9431 6.4104
C -2.1499 0.3746 6.6231
C -3.0324 1.1187 5.8299
C -3.7527 0.5515 4.7727
C -3.7341 -0.8563 4.6390
C -2.8480 -1.6179 5.4452
C -4.7287 1.3121 3.9582
C -5.9999 0.7070 3.6546
C -6.8361 1.4556 2.8151
N -6.4323 2.6230 2.2880
C -5.2576 3.1403 2.6017
C -4.4386 2.5597 3.4648
C -7.2204 3.4286 1.3370
H -0.2500 -1.3501 7.3180
H -1.0937 -2.7789 6.6285
H -1.6679 -1.9723 8.1497
H -1.5979 0.7422 7.4593
H -3.1493 2.1543 6.1017
H -4.2929 -1.3831 3.8533
H -2.8340 -2.6665 5.3737
H -6.3547 -0.2374 4.0901
H -7.7918 1.0929 2.4276
H -4.9003 3.9431 1.9829
H -3.4792 3.0192 3.7228
H -8.0552 2.8212 0.9240
H -6.4771 3.6265 0.5644
H -7.4903 4.3743 1.7903
C 0.1514 -2.8790 0.0260
N 1.1793 -1.9252 0.4486
C 1.1937 -0.6282 0.0157
C 2.2064 0.2152 0.4093
C 3.0846 -0.2467 1.4076
C 3.1846 -1.6305 1.7464
C 2.1944 -2.3931 1.2852
C 3.9592 0.7763 2.0824
C 5.2201 0.4532 2.4345
C 6.0007 1.4510 3.0236
N 5.5511 2.6887 3.3016
C 4.2818 3.0016 2.9631
C 3.4086 2.0305 2.3911
C 6.4102 3.7755 3.8120
H 0.5483 -3.5138 -0.7514
H -0.7823 -2.4329 -0.3537
H -0.0660 -3.4796 0.8895
H 0.2739 -0.3115 -0.5756
H 2.3286 1.1642 0.0188
H 3.8818 -1.9468 2.5261
H 2.0032 -3.5045 1.4515
H 5.7401 -0.4915 2.2904
H 7.0583 1.2015 3.2086
H 3.8666 3.9692 3.2410
H 2.2947 2.2180 2.3138
H 6.8316 4.2596 2.9272
H 7.1571 3.3541 4.4645
H 5.7788 4.4960 4.3445
O -1.3977 -5.7654 -4.5986
C -1.7220 -4.7887 -3.7439
O -1.0355 -4.3165 -2.9028
O -3.0465 -4.6805 -3.6907
H -0.4418 -5.8879 -4.3680
N -1.9944 0.6381 -0.4533
S -1.7865 1.2038 0.9486
O -2.5162 2.3481 1.3837
O -0.3689 1.2190 1.2765
F -2.2981 -0.0221 1.9503
S -3.7029 0.6272 -0.7919
O -3.8510 0.8697 -2.1677
O -4.5165 1.3623 0.1144
F -4.0195 -0.8655 -0.5730

(2)
91
Properties=species:S:1:pos:R:3 method="wB97M-V/def2-TZVPD" total_energy_ha=-2782.24231 de_lowest_ev=1.117 homo_lumo_gap_ev="4.983 / 3.542" e_homo_ev="-0.7 / 0.7" charge=-2
Pd 1.2976 -0.7526 0.6948
N 5.2934 -2.2817 1.7761
C 3.8962 -2.1787 1.5954
S 3.2974 -2.0578 -0.0129
N 3.1869 -2.2669 2.6776
N 1.8586 -1.9764 2.5373
C 1.0141 -2.8426 3.0449
C 1.3594 -4.1443 3.6759
C 2.4962 -4.3339 4.4720
C 2.7593 -5.5589 5.0690
C 1.9105 -6.6418 4.8834
C 0.7981 -6.4841 4.0668
C 0.5322 -5.2584 3.4755
C -0.4042 -2.5310 2.8381
C -1.3829 -2.9117 3.7761
C -2.7146 -2.7090 3.4971
C -3.0615 -2.1207 2.2811
C -2.0390 -1.7224 1.4422
N -0.7411 -1.8985 1.7022
H 5.7777 -1.8747 0.9896
H 5.5856 -1.8909 2.6621
H 3.1777 -3.5083 4.6026
H 3.6426 -5.6689 5.6886
H 2.1224 -7.5983 5.3474
H 0.1406 -7.3245 3.8736
H -0.3187 -5.1630 2.8132
H -1.0752 -3.3594 4.7125
H -3.4765 -3.0045 4.2104
H -4.0936 -1.9728 1.9892
H -2.2641 -1.2554 0.4915
O -1.0130 1.5962 1.1323
C -1.5060 1.1755 0.1031
N -2.7828 1.6328 -0.3044
C -3.0816 1.1661 -1.6241
C -1.8738 0.1647 -1.8116
O -1.8281 -0.5501 -2.8117
N -1.0114 0.2520 -0.7940
C -3.0624 2.2851 -2.6646
C -3.8050 3.4400 -2.4226
C -3.8221 4.4870 -3.3303
C -3.0968 4.3933 -4.5119
C -2.3669 3.2433 -4.7692
C -2.3488 2.1948 -3.8554
C -4.3823 0.3762 -1.7083
C -4.8197 -0.1289 -2.9324
C -5.9640 -0.9067 -3.0067
C -6.7002 -1.1870 -1.8605
C -6.2725 -0.6853 -0.6408
C -5.1196 0.0893 -0.5659
H -3.0678 2.5413 0.0206
H -4.3912 3.5161 -1.5125
H -4.4008 5.3781 -3.1157
H -3.1050 5.2092 -5.2248
H -1.8028 3.1562 -5.6905
H -1.7771 1.2976 -4.0560
H -4.2398 0.0745 -3.8226
H -6.2815 -1.3039 -3.9639
H -7.5893 -1.8040 -1.9172
H -6.8332 -0.9050 0.2605
H -4.7697 0.4653 0.3870
C 3.3469 1.7937 -3.0768
C 2.8218 0.7419 -2.0953
C 1.7244 -0.0873 -2.7686
P 2.2530 1.2945 -0.3838
C 3.9371 1.3990 0.4716
C 3.7872 1.2493 1.9886
C 4.8536 2.5812 0.1489
C 1.8855 3.1174 -0.6677
C 1.6207 3.7851 0.6840
C 0.6360 3.2730 -1.5398
H 3.7462 1.2927 -3.9661
H 4.1469 2.4056 -2.6604
H 2.5554 2.4657 -3.4143
H 3.6400 0.0552 -1.8600
H 0.8768 0.5313 -3.0758
H 1.3312 -0.8390 -2.0843
H 2.1194 -0.5917 -3.6590
H 4.4184 0.4862 0.1092
H 3.4638 2.1881 2.4498
H 4.7386 0.9522 2.4457
H 3.0360 0.4916 2.2202
H 4.4421 3.5303 0.4996
H 5.0474 2.6759 -0.9194
H 5.8210 2.4444 0.6471
H 2.7393 3.5909 -1.1638
H 0.8590 3.2186 1.2260
H 1.2576 4.8102 0.5428
H 2.5133 3.8280 1.3094
H -0.2295 2.8627 -1.0240
H 0.7171 2.7510 -2.4936
H 0.4340 4.3302 -1.7493

(3)
103
Properties=species:S:1:pos:R:3 method="wB97M-V/def2-TZVPD" spin_multiplicity=3 total_energy_ha=-6329.03655 de_lowest_ev=0.360 homo_lumo_gap_ev="7.098 / 5.721" e_homo_ev="-13.4 / -13.4" charge=+2
Mo 0.0355 -0.6571 -2.4176
C 0.4657 4.7386 -1.9054
C 0.5830 3.7846 -0.7598
C 0.7350 4.1727 0.5354
C 0.8838 3.2143 1.5696
N 0.8293 1.9339 1.3121
N 0.6350 1.5500 0.0462
B 0.4564 0.0090 -0.1883
N 1.6581 -0.7392 0.4705
N 1.5774 -0.9004 1.7979
C 2.5444 -1.5347 2.4064
C 3.6845 -1.9802 1.6884
C 3.7610 -1.8286 0.3385
C 4.9150 -2.3088 -0.4819
C 2.6411 -1.2170 -0.2886
S 2.4826 -1.1559 -1.9930
C 2.4132 -1.7787 3.9022
C 2.7215 -3.2510 4.2067
C 3.4342 -0.8851 4.6244
C 0.9969 -1.4573 4.3819
N -0.8499 -0.4416 0.5556
N -1.5674 0.4257 1.2402
C -2.6654 -0.0060 1.8228
C -3.0101 -1.3717 1.7797
C -2.2724 -2.2642 1.0426
C -2.6195 -3.7111 0.8977
C -1.1835 -1.7094 0.3597
S -0.2262 -2.5184 -0.8574
C -3.4969 1.0316 2.5621
C -4.9731 0.6238 2.5846
C -3.3640 2.3923 1.8685
C -2.9612 1.1215 3.9990
C 0.5505 2.3864 -0.9770
S 0.5173 1.6927 -2.5435
C 1.1263 3.6572 2.9996
C 2.4454 4.4447 3.0436
C 1.2246 2.4518 3.9272
C -0.0341 4.5590 3.4466
H 0.4989 5.7681 -1.5572
H -0.4720 4.5819 -2.4416
H 1.2803 4.5851 -2.6160
H 0.7667 5.2279 0.7753
H 4.4897 -2.4732 2.2184
H 5.6403 -2.8313 0.1377
H 5.4131 -1.4686 -0.9699
H 4.5719 -2.9813 -1.2696
H 3.7688 -3.5025 4.0317
H 2.0979 -3.9209 3.6104
H 2.5140 -3.4482 5.2584
H 4.4581 -1.1321 4.3359
H 3.3494 -1.0297 5.7023
H 3.2602 0.1685 4.4079
H 0.2669 -2.1236 3.9159
H 0.7183 -0.4313 4.1470
H 0.9439 -1.5955 5.4623
H -3.8920 -1.7198 2.3012
H -3.5025 -3.9611 1.4807
H -1.7931 -4.3431 1.2274
H -2.8123 -3.9473 -0.1507
H -5.3484 0.4311 1.5771
H -5.5604 1.4369 3.0108
H -5.1511 -0.2561 3.2054
H -3.7457 2.3461 0.8464
H -2.3254 2.7208 1.8353
H -3.9447 3.1331 2.4202
H -3.0111 0.1546 4.5050
H -3.5586 1.8332 4.5706
H -1.9227 1.4588 4.0019
H 3.2778 3.8401 2.6774
H 2.6615 4.7304 4.0736
H 2.3972 5.3608 2.4516
H 2.0839 1.8330 3.6719
H 0.3341 1.8264 3.8631
H 1.3364 2.7966 4.9558
H -0.1150 5.4625 2.8396
H 0.1312 4.8733 4.4778
H -0.9877 4.0278 3.4032
O 1.3583 -0.0549 -6.4377
C 0.6937 -0.0410 -5.3267
O 1.1169 -0.5162 -4.2763
C -0.6536 0.6100 -5.3640
O -1.3313 0.0837 -4.2385
C -2.4608 0.8656 -3.7990
C -2.7413 0.4936 -2.3526
O -3.6767 0.9444 -1.7641
O -1.8754 -0.3855 -1.8681
H 2.2219 -0.4922 -6.3293
H -1.1671 0.3860 -6.2996
H -0.5229 1.6938 -5.2835
H -3.3373 0.6358 -4.4029
H -2.2270 1.9278 -3.8751
F -0.2668 -4.4734 -9.6189
C -0.4433 -4.1700 -8.3566
C 0.6172 -3.6528 -7.6180
F 1.7987 -3.4732 -8.1893
C 0.4236 -3.3334 -6.2947
F 1.4683 -2.8681 -5.6043
C -0.8136 -3.5008 -5.6637
Se -1.1198 -3.0961 -3.8667
C -1.8584 -4.0392 -6.4327
F -3.0484 -4.2277 -5.8918
C -1.6847 -4.3659 -7.7625
F -2.6824 -4.8546 -8.4749